Here is 12 unconnected molecules or ions with the total composition C39H93N9O15 in a non-equilibrium geometry from the OMol25 dataset. Energies are from the ωB97M-V functional and the def2-TZVPD basis.

Its spin multiplicity is 2. The charge is -1. As for the HOMO-LUMO gap (spin up / spin down): 1.78 / 8.78 eV.

```
156
Properties=species:S:1:pos:R:3:forces:R:3:mulliken_spin:R:1
C -0.79338 -5.55732 4.89535 -0.837 -1.675 -1.142 -0.003
O 0.14942 -4.70132 4.38851 -0.779 1.846 -0.137 -0.039
C 1.15513 -4.32021 5.24712 2.690 0.013 0.211 0.024
C 1.97722 -3.11313 4.71137 -1.351 0.639 0.367 -0.095
O 1.15363 -1.92847 4.54851 1.135 0.310 -0.214 -0.370
C 1.93793 -0.66828 4.39151 -0.478 -1.509 0.062 1.193
H -1.37024 -5.85454 4.01956 -0.219 -0.067 -0.072 0.000
H -1.55122 -5.22588 5.60523 0.501 0.630 0.469 0.001
H -0.31996 -6.48775 5.20882 0.057 -0.195 0.618 0.001
H 1.82997 -5.17613 5.25616 0.964 -0.222 -0.296 0.003
H 1.04649 -4.29096 6.33130 -1.557 0.797 0.134 -0.006
H 2.43336 -3.43466 3.77506 0.028 0.274 -0.296 0.056
H 2.76255 -2.83119 5.41271 0.213 -0.497 0.170 -0.007
H 1.93789 -0.09410 5.31802 -0.182 -0.052 0.082 -0.010
H 1.50976 -0.08138 3.57891 -0.173 -0.076 0.094 -0.125
H 2.97743 -0.86843 4.13175 0.036 -0.194 -0.065 -0.307
C 0.18288 2.50150 -0.05269 -0.649 0.451 0.285 -0.373
O -0.26826 1.21319 -0.52511 0.858 0.999 1.114 0.024
C -0.24012 0.23217 0.52399 0.434 -1.939 -2.879 -0.064
C -0.63016 -1.06122 -0.33498 -0.719 0.427 0.617 -0.009
O -0.73083 -2.19160 0.46213 -0.943 -2.234 1.437 -0.019
C -1.49689 -3.33635 -0.03150 1.127 0.695 0.400 -0.002
H 0.00191 3.28505 -0.78850 -0.322 -0.317 -0.316 -0.034
H 1.22313 2.66539 0.22859 0.392 -1.006 -0.212 -0.271
H -0.35070 2.77423 0.85782 -0.368 0.030 0.122 0.347
H -0.93946 0.44208 1.33329 0.003 -0.078 -0.030 -0.003
H 0.77200 0.03553 0.87760 0.111 0.487 0.393 0.055
H 0.04430 -1.38354 -1.12828 0.439 1.163 -0.382 0.014
H -1.60304 -0.81160 -0.75843 -0.218 -0.009 -0.396 -0.003
H -2.52320 -3.05876 -0.27180 -0.018 0.079 -0.172 0.000
H -1.49240 -4.14135 0.70339 -0.168 0.580 0.740 0.003
H -1.01311 -3.88906 -0.83684 0.066 0.701 -0.771 0.008
C -5.41253 3.55419 5.18829 -0.722 -0.143 -1.507 0.036
O -4.93430 3.05492 3.91119 0.290 0.405 1.361 -0.007
C -3.73463 2.31540 4.05236 -0.376 -1.450 -0.499 -0.092
C -3.20007 1.84303 2.67298 -0.547 0.251 -0.261 -0.175
O -4.00307 0.73660 2.20686 -1.491 0.296 2.702 0.018
C -4.01684 0.25357 0.91674 2.336 -0.105 -0.240 0.006
H -5.64538 2.79021 5.93006 0.353 -0.450 -0.103 -0.001
H -6.37316 3.98458 4.90536 0.029 0.296 0.265 -0.003
H -4.78563 4.31832 5.64785 0.330 -0.008 -0.213 -0.002
H -3.93400 1.37751 4.57073 -0.471 -0.462 0.107 -0.003
H -3.04713 2.76609 4.76813 0.504 0.730 -0.821 0.023
H -2.15766 1.54403 2.78290 0.085 -0.026 0.008 0.045
H -3.26664 2.63756 1.92975 0.143 0.296 0.039 -0.015
H -3.95131 -0.83410 0.94440 -0.297 -0.224 0.192 0.004
H -3.02588 0.54079 0.56516 -0.123 0.120 -1.344 0.006
H -4.83600 0.51705 0.24767 -0.127 0.607 0.219 0.000
C -0.67978 6.48483 0.90317 -1.196 -1.376 -0.250 -0.100
C -2.03871 7.01183 1.43720 4.166 0.804 -1.868 -0.004
O -2.16606 8.22048 1.45137 -1.244 0.454 0.620 0.000
N -2.92505 6.07402 1.72696 -1.350 0.075 0.618 -0.068
C -4.10306 6.57099 2.41478 -1.292 -1.923 0.237 0.012
H 0.20259 7.08828 1.11619 -0.382 -0.078 0.082 0.032
H -0.77614 6.30939 -0.16830 0.008 0.853 -0.396 0.021
H -0.57681 5.43007 1.15809 0.594 0.049 0.806 0.009
H -2.52279 5.16605 1.91101 -0.274 -0.091 0.322 -0.003
H -4.85627 5.79456 2.54869 0.222 -0.761 -0.397 0.005
H -4.67521 7.25975 1.79321 0.720 0.747 0.505 0.001
H -3.90751 6.76507 3.46938 0.193 1.205 -0.203 -0.008
C 3.58483 5.98340 1.60386 1.147 -1.609 -0.201 0.063
C 3.16242 4.99064 0.53881 -0.149 1.717 0.458 0.460
O 2.21014 5.39037 -0.09637 -0.918 -1.030 -1.553 -0.208
N 3.91321 3.89621 0.28535 -0.167 -0.266 -0.143 -0.215
C 3.71065 2.98240 -0.80991 -0.224 0.095 -0.706 0.615
H 4.60543 5.69221 1.85220 0.066 0.470 0.786 -0.236
H 2.88556 5.86473 2.43154 0.347 0.412 0.062 0.271
H 3.57910 6.95581 1.11143 -0.203 -0.045 0.368 0.072
H 4.46212 3.44743 1.00465 0.084 0.657 0.421 -0.297
H 4.61529 2.97370 -1.41789 0.291 -0.594 0.223 -0.014
H 2.96221 3.27857 -1.54490 -0.421 0.353 0.574 0.120
H 3.42594 2.01523 -0.39562 0.252 -0.254 -0.381 -0.108
C 5.96005 -4.56100 -1.07328 -0.363 -0.582 0.209 0.005
C 4.53848 -4.04746 -1.00386 1.921 -0.114 3.829 0.397
O 4.10558 -3.40942 -1.89025 -1.878 1.717 -3.618 -0.208
N 3.91827 -4.08374 0.20281 -0.837 -0.265 0.663 -0.201
C 2.70020 -3.26054 0.50287 0.538 -1.078 -0.281 0.073
H 6.44044 -4.64132 -0.09815 -0.101 -0.048 0.014 -0.029
H 6.50778 -3.83992 -1.68003 -0.013 -0.356 -0.119 0.006
H 5.90130 -5.55346 -1.52013 0.447 0.027 -0.237 0.011
H 4.39561 -4.56999 0.94834 -0.258 0.220 -0.048 -0.022
H 1.93036 -3.45715 -0.24331 0.258 0.406 -0.340 0.043
H 2.98048 -2.20993 0.57878 -0.240 -0.007 -0.156 0.059
H 2.20264 -3.58406 1.41713 0.524 -0.034 0.224 -0.057
C -2.74204 -3.97805 -4.10193 -0.908 -0.595 1.648 0.000
C -3.20936 -4.78345 -2.81370 2.929 0.163 -2.712 0.000
O -2.40496 -5.53605 -2.29943 0.401 -0.299 0.802 0.001
N -4.46230 -4.73831 -2.44847 -2.161 0.429 1.195 0.000
C -4.87055 -5.39012 -1.18978 -0.306 -0.202 -0.347 0.000
H -1.70266 -3.67059 -3.98678 -0.128 -0.059 0.109 0.000
H -3.37325 -3.10014 -4.23962 0.052 -0.037 -0.376 0.000
H -2.81049 -4.69367 -4.92126 -0.084 0.250 -0.154 0.000
H -5.07865 -4.13596 -2.97514 -0.071 -0.126 0.435 0.000
H -4.05054 -5.40289 -0.47178 0.006 0.350 -0.179 0.000
H -5.13217 -6.43831 -1.33449 0.030 -0.060 -0.279 0.000
H -5.75156 -4.91409 -0.75931 0.174 0.252 -0.130 0.000
C 4.25849 2.35612 -6.05926 0.418 0.231 0.808 0.005
C 2.78423 2.56091 -5.78946 -1.093 -0.469 -2.316 0.001
O 1.99276 2.13116 -6.63834 0.271 0.476 1.245 0.000
N 2.42792 3.17687 -4.64279 0.952 0.381 0.342 -0.025
C 1.09076 3.41825 -4.14196 -0.269 0.195 -0.050 0.022
H 4.40622 1.84476 -7.01046 -0.188 -0.154 0.363 0.000
H 4.62776 1.80828 -5.19230 0.286 -0.548 -0.239 0.001
H 4.89219 3.24297 -6.06492 -0.360 0.428 -0.051 -0.002
H 3.20803 3.62636 -4.18510 -0.281 -0.075 0.278 0.007
H 0.37968 3.18361 -4.93405 0.038 -0.143 0.183 0.001
H 0.93359 4.45311 -3.83790 0.239 0.188 -0.326 0.002
H 0.88918 2.85848 -3.22866 -0.052 -0.474 -0.170 -0.013
C 0.54402 5.68129 4.21877 0.361 -1.312 -1.774 -0.165
C -0.15428 4.30673 4.10785 1.333 -0.085 -0.610 2.255
O -0.86409 3.96342 3.15415 -0.238 0.332 1.246 -1.320
N 0.31990 3.44289 5.05164 -0.820 -1.572 0.643 -0.253
C -0.28274 2.16216 5.49639 -0.697 0.483 0.086 0.992
H 1.42687 5.55214 4.84486 -0.666 0.923 1.096 -0.497
H -0.13594 6.53067 4.15312 0.126 0.001 1.137 0.110
H 1.09799 5.82541 3.29117 -0.331 -0.318 -0.673 0.356
H 1.12042 3.64268 5.63418 -0.045 0.765 -0.260 -0.278
H 0.20121 1.80985 6.40731 0.643 0.093 -0.303 -0.467
H -0.35909 1.33262 4.79345 0.405 0.313 -0.328 0.012
H -1.29033 2.33072 5.87645 -0.281 0.253 -0.286 -0.030
C 1.88343 -3.87636 -4.45294 -0.534 0.546 1.525 -0.011
C 1.72167 -2.36356 -4.31110 -1.539 0.439 -4.903 0.017
O 0.87330 -1.75682 -5.06399 2.022 -1.517 2.962 0.002
N 2.67564 -1.73613 -3.61811 -1.183 1.578 0.967 0.005
C 2.36045 -0.35943 -3.24777 0.036 1.292 0.642 -0.109
H 2.82136 -4.21004 -4.89683 -0.152 0.262 -0.188 0.000
H 0.98614 -4.30861 -4.89582 0.281 0.102 -0.246 -0.001
H 1.91101 -4.17177 -3.40410 0.145 -0.728 0.073 0.004
H 3.20944 -2.24307 -2.92661 0.009 -0.333 -0.112 0.018
H 2.46114 0.38753 -4.03518 0.524 -0.350 -0.269 -0.001
H 2.91247 -0.04059 -2.36362 0.779 -0.201 -0.269 0.058
H 1.36209 -0.11970 -2.88184 -0.628 -0.982 -0.266 -0.025
C 1.78838 -8.32635 -4.52792 -0.612 0.194 1.318 0.000
C 2.26182 -7.82435 -3.17097 0.429 -1.610 -1.062 0.001
O 3.28704 -8.22928 -2.67514 2.359 -1.321 -0.137 -0.003
N 1.62841 -6.94560 -2.43816 -0.747 1.776 1.553 0.003
C 0.27492 -6.52645 -2.41255 -0.771 0.177 -0.365 -0.001
H 2.62563 -8.82117 -5.02013 -0.026 0.797 -0.332 0.000
H 1.24259 -7.49022 -4.96508 0.380 -0.275 -0.912 0.000
H 1.07459 -9.13606 -4.37636 -0.273 0.052 0.192 0.000
H 2.19650 -6.81526 -1.61331 -0.232 0.279 0.189 0.001
H -0.27353 -6.85213 -1.52868 0.046 -0.498 -0.050 0.000
H -0.17293 -6.95653 -3.30841 -0.535 0.414 0.165 0.000
H 0.15662 -5.44372 -2.37022 0.130 0.043 -0.521 -0.004
C -3.15929 4.04457 -1.26149 0.854 -0.713 -0.088 0.007
C -2.67111 3.84135 -2.70464 -0.902 2.102 0.990 -0.003
O -2.49547 4.80595 -3.42836 0.561 0.456 -0.198 0.000
N -2.54326 2.60784 -3.16793 0.248 0.391 -0.493 0.001
C -3.25739 1.45410 -2.69959 0.892 -0.015 -0.680 -0.001
H -4.24881 4.01937 -1.24139 0.035 0.097 0.140 -0.003
H -2.76136 4.95022 -0.80371 -0.315 0.272 -0.585 0.003
H -2.74703 3.26369 -0.62245 -0.309 -0.419 0.041 -0.002
H -2.26335 2.59554 -4.13829 -0.052 0.067 0.062 0.000
H -3.44176 1.04745 -3.69394 -0.341 -1.485 0.669 0.000
H -4.21220 1.64354 -2.20913 0.201 0.218 0.095 0.000
H -2.51460 0.96188 -2.07183 -0.720 -1.016 0.079 0.001
```
Forces are in eV/Å.